69
Properties=species:S:1:pos:R:3 method="wB97M-V/def2-TZVPD" orbital_gap_ev=7.39 e_lumo_ha=-0.0745 total_energy_ev=-76632.418 de_lowest_ev=10.297 charge=0
N -5.046 -1.854 1.504
C -4.659 -1.225 0.165
C -3.137 -0.643 0.345
C -1.820 -1.329 -0.425
C -0.286 -0.704 -0.197
O 0.861 -1.309 -0.930
N 0.632 -1.068 -2.258
O 0.601 0.167 -2.353
C -0.035 0.599 0.821
Cl 1.621 1.357 1.168
C -1.374 1.218 1.537
C -2.898 0.656 1.316
C -3.920 1.594 2.190
O -5.138 1.383 2.695
N -3.088 2.879 2.379
S -3.039 3.962 0.987
C -1.606 2.485 2.552
O -0.725 3.056 3.396
H -5.492 -1.143 2.141
H -5.666 -2.687 1.372
H -5.351 -0.313 -0.116
H -4.707 -2.079 -0.666
H -1.954 -2.256 -1.163
H -2.725 3.103 -0.111
O -0.335 -3.592 -3.833
H -0.045 -2.686 -4.019
H 0.490 -4.099 -3.804
O -2.145 3.758 6.150
H -1.833 3.316 5.347
H -3.093 3.558 6.174
O 3.521 0.314 3.586
H 4.299 0.892 3.587
H 3.079 0.515 4.424
O 5.202 -0.733 1.239
H 4.657 -1.022 0.491
H 4.558 -0.406 1.885
O -1.224 -1.343 2.895
H -1.186 -2.168 3.402
H -0.657 -0.735 3.394
O 4.886 -4.008 1.257
H 5.720 -4.431 1.511
H 5.111 -3.068 1.188
O 1.014 -1.661 -5.498
H 1.616 -1.009 -5.886
H 0.247 -1.653 -6.091
O -3.057 -0.805 4.843
H -3.153 -0.055 4.236
H -3.483 -1.539 4.376
O 6.656 -0.927 -1.678
H 7.434 -0.349 -1.677
H 6.213 -0.725 -0.839
O 0.280 2.431 -4.603
H 0.319 1.606 -4.096
H 0.847 3.039 -4.104
O 2.225 1.848 -7.110
H 3.003 2.425 -7.109
H 1.783 2.049 -6.272
O 3.490 4.537 -7.337
H 4.092 5.189 -7.725
H 2.723 4.545 -7.930
O 4.046 -1.114 -3.635
H 4.214 -0.319 -4.164
H 4.580 -0.981 -2.838
O 2.695 -1.114 5.804
H 3.007 -1.556 5.001
H 1.747 -1.314 5.828
O -7.892 -0.933 2.200
H -8.023 -0.078 2.636
H -8.674 -1.447 2.452